Density functional theory data (wB97M-V/def2-TZVPD) for a molecular structure, C43H46ClI2N4O12.

Values from the calculation:
Net charge = +1
HOMO level = -11.4 eV

Atoms and positions in Å:
C: 6.59 -2.39 0.19
C: 5.28 -1.76 -0.46
O: 5.09 -0.51 -0.40
O: 4.27 -2.52 -1.15
C: 3.48 -3.30 -0.19
C: 2.36 -2.31 0.48
C: 0.89 -2.95 0.40
C: -0.18 -2.24 1.37
N: -1.41 -1.80 0.62
C: -1.39 -0.76 -0.40
N: -0.29 -0.10 -0.82
O: -0.30 0.89 -1.75
C: 1.03 1.43 -1.99
C: 1.54 2.48 -0.91
C: 1.78 1.89 0.57
C: 0.64 3.80 -0.76
C: 0.33 4.56 -2.15
C: 1.52 4.85 0.13
N: -2.74 -0.59 -0.88
C: -3.59 -1.50 -0.16
C: -5.14 -1.81 -0.22
C: -6.02 -0.77 -1.05
O: -7.22 -1.10 -1.28
Cl: -5.47 0.82 -1.72
N: -2.70 -2.22 0.77
C: -3.24 -3.22 1.71
I: -4.26 -2.40 3.49
C: -3.14 -4.63 1.56
C: -2.37 -5.27 0.31
I: -4.10 -5.87 3.11
H: 6.38 -2.56 1.30
H: 6.91 -3.39 -0.26
H: 7.46 -1.65 0.10
H: 3.00 -4.17 -0.76
H: 4.19 -3.63 0.64
H: 2.62 -2.11 1.59
H: 2.48 -1.31 -0.06
H: 0.88 -4.07 0.62
H: 0.51 -2.78 -0.68
H: -0.42 -2.82 2.32
H: 0.32 -1.25 1.73
H: 0.60 -0.38 -0.39
H: 0.96 1.99 -3.00
H: 1.80 0.59 -2.15
H: 2.58 2.85 -1.28
H: 2.57 2.47 1.14
H: 2.10 0.79 0.57
H: 0.78 1.92 1.14
H: -0.34 3.63 -0.16
H: 0.60 5.67 -2.00
H: -0.80 4.55 -2.34
H: 0.95 4.20 -3.03
H: 1.60 4.54 1.23
H: 2.59 4.90 -0.30
H: 1.08 5.91 0.10
H: -5.57 -1.99 0.83
H: -5.25 -2.83 -0.76
H: -2.79 -4.83 -0.65
H: -2.57 -6.42 0.36
H: -1.24 -5.10 0.43
C: 9.46 1.16 3.18
C: 10.34 2.12 2.91
C: 10.46 2.69 1.55
O: 11.26 3.57 1.30
C: 9.56 2.15 0.50
C: 8.68 1.19 0.77
C: 8.56 0.62 2.13
O: 7.76 -0.26 2.38
H: 9.36 0.73 4.17
H: 11.00 2.53 3.66
H: 9.66 2.58 -0.49
H: 8.02 0.78 0.02
C: 0.27 9.78 -3.27
C: 1.15 8.89 -2.82
C: 1.30 8.61 -1.38
O: 2.11 7.80 -0.97
C: 0.43 9.36 -0.44
C: -0.46 10.25 -0.89
C: -0.61 10.53 -2.33
O: -1.42 11.34 -2.74
H: 0.14 10.00 -4.32
H: 1.80 8.33 -3.49
H: 0.55 9.14 0.61
H: -1.11 10.80 -0.22
C: 0.69 -10.73 0.42
C: 0.20 -9.67 -0.22
C: -0.95 -8.92 0.31
O: -1.40 -7.95 -0.29
C: -1.54 -9.37 1.59
C: -1.05 -10.43 2.23
C: 0.11 -11.19 1.70
O: 0.55 -12.15 2.29
H: 1.53 -11.30 0.05
H: 0.62 -9.33 -1.16
H: -2.38 -8.81 1.96
H: -1.47 -10.78 3.17
C: -11.67 2.87 -0.22
C: -12.11 1.64 -0.51
C: -11.17 0.56 -0.87
O: -11.57 -0.56 -1.14
C: -9.72 0.89 -0.89
C: -9.29 2.11 -0.59
C: -10.23 3.20 -0.23
O: -9.83 4.31 0.04
H: -12.34 3.67 0.05
H: -13.16 1.39 -0.50
H: -9.05 0.08 -1.15
H: -8.24 2.37 -0.60

=====

Density functional theory data (wB97M-V/def2-TZVPD) for 2 unconnected molecules or ions with the total composition C5H7N4O2.

Values from the calculation:
Net charge = +1
Relative energy (zero: lowest compared OMol25 entry of this formula, charge and spin) = 136.2 kcal per mole
HOMO level = -14.8 eV

Atoms and positions in Å:
C: 2.24 -0.26 -0.26
C: 1.07 0.07 -0.72
C: 2.84 1.56 0.92
C: -1.63 -1.24 0.99
C: -2.14 0.72 -0.45
N: 3.02 -1.10 -0.15
N: 0.94 -0.39 -1.95
N: 0.08 0.00 0.26
N: -1.15 0.00 0.24
O: 2.74 0.79 1.73
O: 2.92 2.34 0.10
H: -2.46 -1.79 0.40
H: -0.77 -1.92 1.30
H: -2.00 -0.95 2.02
H: -2.63 0.07 -1.23
H: -3.01 1.09 0.12
H: -1.87 1.64 -0.92
H: 1.80 -0.66 -2.40

=====

Density functional theory data (wB97M-V/def2-TZVPD) for 9 unconnected molecules or ions with the total composition C44H72IN11O5PSi.

Values from the calculation:
Net charge = +1
HOMO level = -12.4 eV

Atoms and positions in Å:
C: 1.06 -7.57 0.03
Si: -0.54 -7.63 -0.94
C: -1.92 -8.07 0.26
C: -0.38 -9.08 -2.16
C: -0.93 -6.08 -2.01
C: -0.14 -4.94 -2.15
C: 1.10 -4.83 -1.31
O: 0.97 -4.60 -0.13
O: 2.29 -4.95 -1.89
C: -0.49 -3.88 -2.99
C: 0.35 -2.66 -3.22
C: 1.02 -2.71 -4.61
O: 1.08 -1.78 -5.33
I: 1.85 -4.60 -5.29
C: -1.67 -4.00 -3.67
N: -2.46 -5.08 -3.56
P: -4.00 -5.16 -4.58
N: -4.96 -4.13 -3.63
O: -3.71 -4.43 -5.99
C: -2.11 -6.09 -2.75
N: -2.98 -7.21 -2.70
C: -3.97 -7.10 -1.97
O: -4.84 -7.11 -1.25
H: 1.90 -7.25 -0.59
H: 1.27 -8.59 0.35
H: 1.00 -6.94 0.91
H: -2.71 -8.63 -0.22
H: -2.29 -7.22 0.84
H: -1.46 -8.75 0.98
H: 0.08 -9.92 -1.67
H: -1.37 -9.30 -2.56
H: 0.24 -8.73 -2.98
H: 2.94 -4.53 -1.31
H: -0.26 -1.76 -3.17
H: 1.16 -2.59 -2.50
H: -1.95 -3.17 -4.31
H: -5.93 -4.30 -3.86
H: -4.78 -4.36 -2.65
H: -3.11 -3.67 -5.95
C: -9.03 -8.51 -5.45
C: -7.55 -8.74 -5.70
C: -6.65 -7.85 -4.84
C: -6.80 -6.44 -5.14
N: -6.94 -5.33 -5.40
H: -9.33 -7.50 -5.71
H: -9.63 -9.19 -6.05
H: -9.28 -8.69 -4.40
H: -7.33 -8.57 -6.76
H: -7.30 -9.78 -5.49
H: -5.60 -8.13 -4.99
H: -6.86 -8.02 -3.78
C: 1.59 0.40 1.80
C: 0.69 -0.41 0.87
C: 1.36 -1.68 0.36
C: 2.51 -1.40 -0.50
N: 3.40 -1.18 -1.19
H: 2.48 0.76 1.28
H: 1.06 1.27 2.18
H: 1.91 -0.19 2.65
H: 0.37 0.22 0.03
H: -0.22 -0.69 1.42
H: 0.65 -2.27 -0.21
H: 1.68 -2.30 1.20
C: 3.91 1.81 5.18
C: 3.08 2.69 6.11
C: 1.80 2.00 6.60
C: 0.86 1.73 5.51
N: 0.12 1.53 4.66
H: 3.36 1.58 4.26
H: 4.83 2.33 4.90
H: 4.18 0.87 5.66
H: 2.83 3.63 5.61
H: 3.68 2.95 6.98
H: 1.30 2.63 7.34
H: 2.05 1.06 7.10
C: 1.32 5.65 -0.70
C: 2.37 4.58 -0.46
C: 2.18 3.88 0.89
C: 2.39 4.78 2.03
N: 2.55 5.48 2.92
H: 1.39 6.46 0.03
H: 1.44 6.09 -1.69
H: 0.31 5.23 -0.65
H: 3.36 5.01 -0.53
H: 2.30 3.82 -1.25
H: 2.89 3.06 0.98
H: 1.18 3.45 0.96
C: 5.81 -1.10 1.59
C: 6.50 0.13 2.15
C: 7.43 -0.19 3.32
C: 6.71 -0.69 4.49
N: 6.13 -1.09 5.39
H: 5.15 -1.56 2.33
H: 5.19 -0.83 0.73
H: 6.54 -1.85 1.26
H: 5.75 0.86 2.46
H: 7.09 0.60 1.36
H: 7.97 0.71 3.62
H: 8.18 -0.92 3.02
C: 2.37 8.76 7.11
C: 3.61 8.50 6.27
C: 3.76 7.03 5.87
C: 3.98 6.15 7.02
N: 4.14 5.47 7.93
H: 2.42 8.23 8.06
H: 2.28 9.83 7.33
H: 1.47 8.45 6.58
H: 4.50 8.83 6.81
H: 3.56 9.09 5.36
H: 4.61 6.92 5.19
H: 2.88 6.69 5.33
C: -3.08 7.86 1.26
C: -3.23 6.58 2.09
C: -2.14 5.54 1.78
C: -2.24 5.04 0.41
N: -2.30 4.66 -0.67
H: -3.20 7.66 0.20
H: -3.84 8.58 1.55
H: -2.11 8.31 1.42
H: -4.22 6.15 1.92
H: -3.17 6.83 3.15
H: -2.24 4.70 2.46
H: -1.15 5.97 1.94
C: -2.51 6.68 -6.04
C: -1.96 5.89 -4.86
C: -2.24 6.57 -3.51
C: -1.54 7.84 -3.37
N: -0.99 8.85 -3.26
H: -2.03 7.66 -6.13
H: -2.33 6.14 -6.97
H: -3.59 6.84 -5.94
H: -0.89 5.74 -4.98
H: -2.42 4.90 -4.84
H: -1.92 5.91 -2.70
H: -3.31 6.72 -3.38

=====

Density functional theory data (wB97M-V/def2-TZVPD) for a molecular structure, C33H34N4PSr.

Values from the calculation:
Net charge = +1
HOMO level = -9.6 eV

Atoms and positions in Å:
Sr: 0.78 0.58 -0.60
C: 0.56 3.03 1.65
C: -0.84 2.98 1.03
N: -0.93 2.45 -0.35
C: -0.38 3.28 -1.46
C: 1.11 3.62 -1.39
C: 1.51 4.95 -1.35
C: 2.87 5.23 -1.17
C: 3.76 4.19 -0.97
C: 3.29 2.88 -1.03
C: 4.15 1.66 -0.75
N: 3.45 0.64 0.03
C: 3.55 0.77 1.49
C: 2.69 1.89 2.06
N: 1.25 1.73 1.77
N: 2.02 2.64 -1.31
H: 1.20 3.68 1.05
H: 0.45 3.52 2.62
H: -1.48 2.34 1.64
H: -1.24 4.00 1.07
H: -1.91 2.28 -0.55
H: -0.58 2.74 -2.39
H: -0.91 4.23 -1.52
H: 0.79 5.75 -1.44
H: 3.21 6.25 -1.14
H: 4.80 4.39 -0.75
H: 4.42 1.22 -1.72
H: 5.09 1.99 -0.28
H: 3.77 -0.28 -0.24
H: 3.23 -0.19 1.91
H: 4.58 0.94 1.81
H: 2.88 1.95 3.14
H: 3.01 2.84 1.64
H: 0.79 1.17 2.48
C: -5.75 -2.39 -2.44
C: -4.69 -1.96 -3.22
C: -3.48 -1.62 -2.64
C: -3.30 -1.73 -1.26
C: -4.37 -2.17 -0.48
C: -5.58 -2.50 -1.06
P: -1.64 -1.35 -0.62
C: -1.92 -0.81 1.11
C: -1.01 -1.16 2.10
C: -1.10 -0.63 3.38
C: -2.12 0.26 3.70
C: -3.04 0.62 2.72
C: -2.93 0.10 1.43
C: -0.85 -2.98 -0.42
C: -1.58 -4.08 -0.04
C: -0.97 -5.34 0.05
C: 0.35 -5.49 -0.28
C: 1.12 -4.38 -0.69
C: 2.47 -4.54 -1.09
C: 3.19 -3.46 -1.51
C: 2.59 -2.17 -1.50
C: 1.29 -1.91 -1.10
C: 0.54 -3.08 -0.74
H: -6.69 -2.65 -2.89
H: -4.81 -1.88 -4.30
H: -2.66 -1.29 -3.26
H: -4.25 -2.27 0.60
H: -6.40 -2.84 -0.44
H: -0.23 -1.90 1.89
H: -0.40 -0.94 4.14
H: -2.21 0.66 4.70
H: -3.85 1.30 2.95
H: -3.66 0.39 0.68
H: -2.64 -3.99 0.18
H: -1.56 -6.20 0.36
H: 0.81 -6.46 -0.24
H: 2.91 -5.53 -1.06
H: 4.21 -3.59 -1.85
H: 3.24 -1.37 -1.86

=====

Density functional theory data (wB97M-V/def2-TZVPD) for a gas-phase ion, C8H13Br3NO (charge +1).

Values from the calculation:
Net charge = +1
Relative energy (zero: lowest compared OMol25 entry of this formula, charge and spin) = 15.9 kcal per mole
HOMO level = -13.7 eV

Atoms and positions in Å:
C: 1.38 -0.71 0.62
C: 0.24 -0.30 1.55
C: 1.03 -1.88 -0.34
C: -0.71 0.67 0.84
C: 0.46 -1.36 -1.61
C: -2.00 0.97 1.54
C: -0.02 2.02 0.56
C: 1.10 -0.41 -2.50
N: -1.09 -0.08 -0.40
O: 2.47 -0.30 0.57
Br: 1.06 0.49 3.16
Br: 2.68 -2.81 -0.97
Br: -0.77 -2.36 -2.54
H: -0.22 -1.32 1.93
H: 0.24 -2.51 0.19
H: -1.61 1.10 2.57
H: -2.77 0.21 1.58
H: -2.54 1.96 1.24
H: 0.76 2.16 -0.19
H: 0.53 2.29 1.38
H: -0.66 2.80 0.39
H: 0.54 0.44 -2.43
H: 1.05 -0.64 -3.55
H: 2.07 -0.19 -2.20
H: -1.75 -0.85 -0.32
H: -1.47 0.60 -1.06

=====

Density functional theory data (wB97M-V/def2-TZVPD) for 5 unconnected molecules or ions with the total composition H10O4S.

Values from the calculation:
SMILES = O.O.O.O.S
Relative energy (zero: lowest compared OMol25 entry of this formula, charge and spin) = 21.0 kcal per mole
HOMO level = -9.9 eV

Atoms and positions in Å:
S: 1.63 -2.49 -1.05
H: 1.44 -1.43 -1.89
H: 2.00 -1.87 0.09
H: -0.85 -0.81 2.01
H: -1.84 0.33 2.34
O: -1.62 -0.35 1.70
H: -3.46 0.76 -1.09
H: -3.09 -0.23 0.03
O: -2.92 0.63 -0.32
H: 1.07 1.71 -0.37
H: 2.53 1.49 -0.69
O: 1.92 2.19 -0.49
H: -0.96 1.49 0.65
H: -0.38 2.87 1.14
O: -0.17 1.99 0.92

=====

Density functional theory data (wB97M-V/def2-TZVPD) for 2 unconnected molecules or ions with the total composition CH7N3.

Values from the calculation:
SMILES = [H]/N=C/N.N
Relative energy (zero: lowest compared OMol25 entry of this formula, charge and spin) = 14.2 kcal per mole
HOMO level = -10.2 eV

Atoms and positions in Å:
N: -1.25 1.90 -3.28
H: -1.15 2.31 -4.21
H: -0.89 2.57 -2.60
H: -2.26 1.88 -3.10
N: 0.99 -1.07 3.03
C: 0.78 -1.62 1.72
N: 0.39 -0.90 0.76
H: 1.89 -0.59 3.01
H: 0.31 -0.31 3.13
H: 0.94 -2.69 1.61
H: 0.27 -1.49 -0.07

=====

Density functional theory data (wB97M-V/def2-TZVPD) for 2 unconnected molecules or ions with the total composition C13H19N2O11.

Values from the calculation:
Net charge = -1
Relative energy (zero: lowest compared OMol25 entry of this formula, charge and spin) = 0.0 kcal per mole
HOMO level = -5.2 eV

Atoms and positions in Å:
O: -1.70 1.49 3.11
O: 3.67 -2.35 2.68
O: -4.68 1.62 -3.84
O: -0.76 3.05 0.89
O: -0.04 -0.32 -0.99
O: 2.53 0.50 1.20
O: -1.65 -0.83 0.38
O: -2.64 0.71 -3.49
O: -3.63 0.64 -0.66
O: -2.74 4.75 0.33
O: -3.57 4.09 -1.96
C: -2.26 1.58 2.02
C: 3.27 -3.22 1.92
C: -3.76 1.34 -3.08
C: -1.89 2.57 0.98
C: -0.44 -0.84 0.07
C: 2.86 -0.47 0.52
N: 4.05 -0.43 -0.09
N: 2.55 -3.00 0.82
C: 3.59 -4.67 2.21
C: 4.63 -1.42 -0.99
C: -3.89 1.73 -1.59
C: -2.99 3.33 0.21
C: -3.01 2.95 -1.29
C: 0.54 -1.58 0.99
C: 1.96 -1.73 0.38
H: -2.76 0.56 -4.44
H: -2.74 0.19 -0.76
H: -1.77 4.88 0.41
H: -3.40 4.86 -1.38
H: -3.18 1.02 1.89
H: 4.57 0.42 0.10
H: 2.29 -3.81 0.29
H: 2.67 -5.24 2.27
H: 4.22 -5.05 1.41
H: 4.12 -4.72 3.16
H: 5.51 -1.00 -1.48
H: 3.90 -1.70 -1.75
H: 4.93 -2.30 -0.43
H: -4.93 2.03 -1.43
H: -3.97 3.10 0.64
H: -1.98 2.77 -1.64
H: 0.13 -2.57 1.16
H: 0.60 -1.08 1.96
H: 1.81 -1.84 -0.69

=====

Density functional theory data (wB97M-V/def2-TZVPD) for C4H7NO in the gas phase.

Values from the calculation:
SMILES = CC1=NCCO1
Relative energy (zero: lowest compared OMol25 entry of this formula, charge and spin) = 43.6 kcal per mole
HOMO level = -9.7 eV

Atoms and positions in Å:
C: 0.10 0.44 1.91
C: 0.37 -0.26 0.64
N: -0.25 -1.25 0.15
C: -0.39 -0.92 -1.29
C: -0.13 0.59 -1.23
O: 0.90 0.66 -0.26
H: -0.36 -0.17 2.69
H: -0.68 1.12 1.48
H: 0.94 1.04 2.28
H: 0.29 -1.49 -1.93
H: -1.42 -1.13 -1.60
H: -1.01 1.07 -0.73
H: 0.16 1.14 -2.13

=====

Density functional theory data (wB97M-V/def2-TZVPD) for 2 unconnected molecules or ions with the total composition C2H4BrClN2S.

Values from the calculation:
Relative energy (zero: lowest compared OMol25 entry of this formula, charge and spin) = 33.9 kcal per mole
HOMO level (spin up / spin down) = -8.3 / -8.4 eV

Atoms and positions in Å:
C: -0.70 0.85 0.01
C: -1.46 -1.48 0.19
N: -0.63 -0.35 0.15
N: 2.94 1.01 -0.36
S: 1.98 1.88 0.64
Cl: -1.80 2.12 -0.13
Br: -3.58 -1.17 0.31
H: -1.61 -2.18 -0.60
H: -1.35 -1.94 1.10
H: 3.03 0.16 0.01
H: 3.18 1.11 -1.34

=====

Density functional theory data (wB97M-V/def2-TZVPD) for a molecular structure, C6H10O.

Values from the calculation:
Relative energy (zero: lowest compared OMol25 entry of this formula, charge and spin) = 122.3 kcal per mole
HOMO level = -7.7 eV

Atoms and positions in Å:
C: -0.99 -0.61 1.76
C: -0.21 -0.36 0.50
C: 1.25 0.10 0.53
C: 0.94 1.11 -0.60
C: -0.55 0.66 -0.62
C: -0.91 -0.59 -1.41
O: -0.43 -1.43 -0.46
H: -0.57 -1.46 2.30
H: -0.96 0.27 2.41
H: -2.04 -0.83 1.52
H: 1.52 0.58 1.48
H: 1.97 -0.69 0.31
H: 1.47 0.94 -1.55
H: 1.07 2.15 -0.30
H: -1.31 1.44 -0.55
H: 0.33 -0.51 -2.75
H: -0.59 -0.77 -2.58

=====

Density functional theory data (wB97M-V/def2-TZVPD) for a gas-phase ion, C7H14N3 (charge +1).

Values from the calculation:
SMILES = C[C@@H]1C[C@@]2(N)CN2CC1=[NH2+]
Net charge = +1
Relative energy (zero: lowest compared OMol25 entry of this formula, charge and spin) = 82.3 kcal per mole
HOMO level = -12.4 eV

Atoms and positions in Å:
C: -1.69 0.19 -0.02
C: -0.53 1.19 0.05
C: -1.88 -0.67 -1.17
C: -0.16 -1.62 0.32
C: 0.88 0.62 -0.41
C: 1.06 -0.79 -0.03
C: 2.10 1.44 0.14
N: -2.77 0.62 0.75
N: -1.49 -1.24 0.13
N: 2.26 -1.34 0.08
H: -0.62 2.09 -0.53
H: -0.61 1.54 1.13
H: -2.81 -1.05 -1.34
H: -1.30 -0.71 -2.01
H: 0.01 -2.68 0.20
H: 0.13 -1.56 1.39
H: 0.96 0.67 -1.44
H: 2.00 2.59 0.07
H: 3.06 1.04 -0.32
H: 2.15 1.35 1.27
H: -3.09 1.59 0.58
H: 3.16 -0.84 0.05
H: 2.63 -2.25 0.39
H: -3.48 -0.17 0.71